Run i
{"formula": "H26O13", "method": "the ωB97M-V functional and the def2-TZVPD basis", "elements": ["H", "H", "H", "H", "H", "H", "H", "H", "H", "H", "H", "H", "H", "H", "H", "H", "H", "H", "H", "H", "H", "H", "H", "H", "H", "H", "O", "O", "O", "O", "O", "O", "O", "O", "O", "O", "O", "O", "O"], "coordinates": [[0.53, -0.24, -0.63], [-0.42, 0.06, 0.51], [1.68, -1.43, -0.34], [1.85, -2.54, -1.36], [-0.61, -4.18, 1.19], [-1.94, -3.87, 0.51], [2.20, 1.70, -3.55], [2.48, 1.20, -2.15], [1.67, 0.59, 3.95], [3.17, 0.64, 3.77], [-0.10, -3.04, -3.59], [-0.89, -3.53, -2.38], [0.09, 3.95, 1.38], [0.41, 3.40, 0.00], [4.57, 1.25, -2.75], [5.14, -0.16, -2.76], [-2.62, 4.41, 1.24], [-2.91, 3.03, 1.80], [-0.46, -2.40, 3.82], [-1.36, -1.89, 4.93], [-4.50, 1.03, 1.21], [-3.33, 1.43, 0.32], [0.60, 1.50, 0.08], [2.04, 1.31, -0.38], [-4.10, -0.24, -2.48], [-2.82, -0.86, -3.02], [-0.27, -0.56, -0.22], [1.46, -2.35, -0.50], [-1.22, -4.51, 0.52], [2.91, 1.61, -2.91], [2.49, 0.38, 4.40], [-0.64, -3.78, -3.28], [-0.28, 3.41, 0.67], [4.31, 0.32, -2.76], [-2.48, 3.86, 2.02], [-0.56, -2.41, 4.78], [-4.08, 1.80, 0.80], [1.49, 1.34, 0.41], [-3.51, -0.22, -3.24]], "lowdin_charge": [-0.001, 0.039, 0.007, 0.046, 0.028, 0.029, 0.079, 0.031, 0.025, 0.030, 0.027, 0.018, 0.059, 0.035, 0.050, 0.049, 0.037, -0.015, 0.022, 0.034, 0.057, 0.044, 0.008, 0.028, 0.030, 0.024, -0.065, -0.051, -0.053, -0.088, -0.058, -0.055, -0.065, -0.111, -0.076, -0.054, -0.041, -0.043, -0.057], "homo_ha": -0.3995, "gap_ev": 10.118, "e_lumo_ha": -0.028}

***

Run ii
{"formula": "H26O13", "method": "the ωB97M-V functional and the def2-TZVPD basis", "elements": ["H", "H", "H", "H", "H", "H", "H", "H", "H", "H", "H", "H", "H", "H", "H", "H", "H", "H", "H", "H", "H", "H", "H", "H", "H", "H", "O", "O", "O", "O", "O", "O", "O", "O", "O", "O", "O", "O", "O"], "coordinates": [[0.20, 0.09, -0.72], [-1.03, 0.22, 0.16], [-2.57, -2.60, -0.51], [-1.71, -2.81, -1.74], [-3.90, 0.16, -0.79], [-3.91, 0.65, 0.65], [2.86, 2.83, 0.93], [2.02, 4.08, 1.12], [-2.15, 3.20, 1.50], [-1.82, 2.74, 0.09], [-1.51, -0.62, -3.39], [-1.15, 0.23, -2.18], [0.18, -0.59, 0.96], [0.04, -1.86, 0.14], [-1.58, -3.76, 2.85], [-1.58, -2.40, 2.18], [1.90, 0.02, 3.36], [1.21, -0.70, 4.51], [-0.43, 2.16, -0.78], [0.93, 2.47, -0.18], [3.72, -0.10, -1.11], [2.50, -0.46, -0.28], [0.26, 0.08, -5.56], [0.01, -0.69, -4.28], [3.10, -1.42, 2.92], [2.78, -1.09, 1.47], [-0.66, -0.32, -0.55], [-1.67, -2.82, -0.78], [-4.26, 0.85, -0.22], [2.81, 3.76, 0.68], [-1.99, 3.53, 0.61], [-0.77, -0.14, -2.98], [0.68, -1.36, 0.66], [-1.45, -3.34, 2.00], [1.88, -0.82, 3.84], [0.42, 2.57, -0.99], [2.98, -0.72, -1.08], [0.72, -0.35, -4.83], [2.92, -0.68, 2.33]], "lowdin_charge": [0.069, 0.068, 0.043, 0.051, 0.025, 0.029, 0.027, 0.040, 0.041, -0.008, 0.063, 0.025, 0.036, 0.035, 0.043, 0.024, 0.048, 0.053, -0.013, 0.017, 0.046, -0.022, 0.031, -0.034, 0.073, 0.027, -0.119, -0.040, -0.042, -0.041, -0.035, -0.060, -0.072, -0.052, -0.120, -0.017, -0.040, -0.076, -0.123], "homo_ha": -0.3651, "gap_ev": 8.755, "e_lumo_ha": -0.043}

***

Run iii
{"formula": "H26O13", "method": "the ωB97M-V functional and the def2-TZVPD basis", "elements": ["H", "H", "H", "H", "H", "H", "H", "H", "H", "H", "H", "H", "H", "H", "H", "H", "H", "H", "H", "H", "H", "H", "H", "H", "H", "H", "O", "O", "O", "O", "O", "O", "O", "O", "O", "O", "O", "O", "O"], "coordinates": [[-0.36, -0.03, -0.78], [-1.03, 0.13, 0.53], [-4.59, -0.06, -0.08], [-3.92, -0.88, 1.08], [-2.62, 2.68, 0.60], [-1.15, 3.21, 0.46], [-3.59, -1.61, -2.11], [-2.85, -0.53, -2.64], [1.87, 2.84, 2.02], [1.96, 3.35, 3.46], [2.36, -2.48, -2.14], [3.10, -1.44, -1.29], [-0.37, 4.15, -0.70], [-0.29, 2.72, -1.02], [-4.35, -0.97, 3.01], [-4.23, -2.50, 3.12], [0.73, -3.56, 0.36], [-0.09, -2.40, -0.02], [4.41, 1.22, -1.74], [3.61, 0.05, -1.82], [0.81, 0.27, -3.02], [-0.47, -0.42, -2.43], [3.06, -2.10, 1.96], [3.24, -2.92, 0.72], [1.62, 1.20, 1.18], [1.84, -0.27, 1.16], [-0.47, -0.48, 0.02], [-3.78, -0.53, 0.14], [-2.04, 3.29, 0.10], [-3.69, -0.92, -2.80], [2.40, 2.81, 2.78], [2.62, -2.26, -1.20], [-0.29, 3.56, -1.52], [-3.64, -1.67, 3.04], [0.70, -2.65, 0.57], [4.45, 0.35, -1.44], [0.20, 0.30, -2.36], [3.02, -1.96, 0.98], [1.82, 0.53, 1.82]], "lowdin_charge": [-0.064, 0.068, 0.038, 0.030, 0.071, 0.015, 0.038, -0.005, -0.026, 0.050, 0.082, -0.004, 0.062, 0.004, 0.063, 0.090, 0.010, 0.065, 0.004, 0.017, 0.009, 0.081, 0.075, 0.089, -0.019, 0.065, -0.037, -0.079, -0.069, -0.054, -0.033, -0.087, -0.096, -0.103, -0.106, -0.005, -0.001, -0.146, -0.093], "homo_ha": -0.3582, "gap_ev": 9.454, "e_lumo_ha": -0.011}

***

Run iv
{"formula": "H26O13", "method": "the ωB97M-V functional and the def2-TZVPD basis", "elements": ["O", "H", "H", "O", "H", "H", "O", "H", "H", "O", "H", "H", "O", "H", "H", "O", "H", "H", "O", "H", "H", "O", "H", "H", "O", "H", "H", "O", "H", "H", "O", "H", "H", "O", "H", "H", "O", "H", "H"], "coordinates": [[1.48, 2.54, -0.87], [1.87, 1.78, -1.25], [0.99, 2.97, -1.56], [-2.99, -0.54, -1.77], [-3.79, -1.00, -1.57], [-2.45, -0.59, -0.97], [2.45, -1.94, 0.21], [2.09, -2.84, 0.04], [3.33, -2.24, 0.44], [-1.74, 2.91, 2.51], [-0.79, 2.75, 2.51], [-2.18, 2.06, 2.47], [-1.81, 3.14, -0.07], [-2.66, 2.80, -0.33], [-1.75, 3.29, 0.89], [-1.20, -0.59, 2.15], [-0.98, -0.08, 1.36], [-0.34, -0.62, 2.59], [1.43, -0.17, -1.58], [1.03, -0.47, -2.42], [1.69, -0.96, -1.07], [0.79, -3.77, -0.94], [0.02, -3.37, -0.46], [0.54, -3.56, -1.85], [1.96, 2.47, 1.69], [2.24, 3.31, 1.35], [1.65, 1.88, 0.99], [-0.82, 0.57, -0.27], [-1.08, 1.51, -0.17], [0.07, 0.53, -0.66], [-0.84, -2.96, 0.94], [-0.86, -3.81, 1.35], [-1.25, -2.19, 1.38], [1.60, -0.30, 2.22], [2.01, 0.56, 2.41], [1.85, -0.61, 1.34], [-0.20, -0.67, -3.66], [-0.34, -1.55, -4.01], [-1.01, -0.24, -3.37]], "lowdin_charge": [-0.036, 0.001, 0.066, -0.056, 0.026, 0.008, -0.059, 0.047, 0.077, -0.018, 0.054, 0.051, -0.057, 0.047, -0.002, -0.077, -0.013, 0.023, -0.079, 0.020, 0.017, -0.079, 0.008, 0.044, -0.065, 0.039, 0.004, -0.076, 0.008, 0.007, -0.052, 0.049, 0.024, -0.057, 0.022, 0.010, -0.027, 0.054, 0.049], "homo_ha": -0.4045, "gap_ev": 11.208, "e_lumo_ha": 0.007}

***

Preferred: run iv; penalty for the next structure: 5.112 eV.

***

Run i
{"formula": "H26O13", "method": "the ωB97M-V functional and the def2-TZVPD basis", "elements": ["O", "H", "H", "O", "H", "H", "O", "H", "H", "O", "H", "H", "O", "H", "H", "O", "H", "H", "O", "H", "H", "O", "H", "H", "O", "H", "H", "O", "H", "H", "O", "H", "H", "O", "H", "H", "O", "H", "H"], "coordinates": [[-1.08, 3.48, 1.76], [-0.23, 3.35, 1.33], [-1.75, 3.26, 1.11], [1.34, 0.25, 3.21], [0.56, -0.36, 3.26], [1.91, 0.03, 3.93], [-1.14, -3.25, 0.88], [-0.99, -3.81, 0.10], [-0.41, -2.70, 1.05], [0.10, -1.82, -1.56], [-0.85, -2.09, -1.63], [0.51, -2.65, -1.45], [-2.13, 0.12, -1.70], [-2.51, -0.80, -1.99], [-2.56, 0.70, -2.32], [-0.06, -0.58, -3.87], [0.04, -0.97, -3.03], [0.19, -1.30, -4.42], [-2.48, 3.00, -0.32], [-3.17, 2.34, -0.33], [-1.83, 2.76, -0.95], [-2.31, 0.24, 1.62], [-1.74, -0.21, 2.24], [-1.63, 0.54, 1.05], [2.81, -0.02, 0.67], [2.18, 0.60, 0.97], [2.39, -0.85, 1.00], [-0.05, 0.62, 0.13], [0.35, -0.22, 0.36], [-0.42, 0.55, -0.77], [1.17, -2.01, 1.44], [1.61, -2.35, 2.25], [1.44, -2.57, 0.69], [2.53, -0.53, -2.21], [2.68, -0.07, -1.37], [1.80, -1.09, -1.94], [1.21, 3.13, 0.53], [1.84, 2.95, -0.16], [0.67, 2.35, 0.43]], "lowdin_charge": [-0.079, -0.048, -0.040, -0.027, 0.064, 0.030, -0.040, 0.044, -0.061, -0.047, 0.105, 0.046, -0.060, 0.117, 0.049, -0.027, -0.077, 0.023, 0.003, 0.060, 0.034, -0.039, 0.020, -0.056, -0.055, -0.023, 0.004, -0.049, 0.013, 0.050, -0.061, 0.118, 0.089, -0.046, 0.002, -0.039, -0.035, 0.055, -0.016], "homo_ha": -0.3403, "gap_ev": 8.125, "e_lumo_ha": -0.042}

***

Run ii
{"formula": "H26O13", "method": "the ωB97M-V functional and the def2-TZVPD basis", "elements": ["H", "H", "H", "H", "H", "H", "H", "H", "H", "H", "H", "H", "H", "H", "H", "H", "H", "H", "H", "H", "H", "H", "H", "H", "H", "H", "O", "O", "O", "O", "O", "O", "O", "O", "O", "O", "O", "O", "O"], "coordinates": [[-0.26, 0.66, -0.96], [-1.30, 0.42, 0.18], [-2.59, -1.65, 3.82], [-1.70, -0.70, 3.03], [0.86, -1.26, 3.45], [0.65, 0.17, 3.06], [-0.67, -1.83, -3.78], [-1.61, -1.80, -2.54], [-3.54, 0.79, 1.74], [-4.26, -0.39, 2.35], [0.02, 4.02, 2.40], [-0.61, 2.95, 3.43], [-2.79, 1.12, -4.31], [-3.02, 0.14, -3.01], [3.12, 1.56, -4.72], [2.67, 0.28, -4.27], [3.11, -2.47, -0.71], [2.72, -1.41, -1.91], [-2.53, 0.91, 4.06], [-1.62, 0.23, 5.04], [1.81, -3.60, -2.45], [0.78, -2.50, -3.03], [2.63, -1.11, 1.23], [3.11, 0.27, 1.75], [2.59, 2.61, -1.32], [3.38, 3.70, -0.64], [-1.19, 0.31, -0.76], [-2.37, -1.41, 2.97], [1.04, -0.61, 2.75], [-1.40, -1.38, -3.33], [-3.84, -0.09, 1.49], [0.09, 3.08, 2.80], [-2.53, 0.24, -3.84], [2.36, 0.98, -4.79], [2.59, -2.34, -1.49], [-2.42, 0.10, 4.53], [1.72, -2.89, -3.11], [2.32, -0.14, 1.33], [2.67, 3.03, -0.45]], "lowdin_charge": [0.084, -0.006, -0.007, 0.023, 0.070, 0.008, 0.043, 0.017, 0.013, 0.066, 0.095, 0.001, 0.088, 0.035, 0.038, -0.011, 0.025, 0.124, 0.040, 0.067, 0.051, 0.067, 0.081, 0.063, 0.026, 0.055, -0.062, -0.086, -0.079, -0.057, -0.081, -0.085, -0.139, -0.027, -0.134, -0.046, -0.142, -0.136, -0.081], "homo_ha": -0.3345, "gap_ev": 8.693, "e_lumo_ha": -0.015}

***

Run iii
{"formula": "H26O13", "method": "the ωB97M-V functional and the def2-TZVPD basis", "elements": ["H", "H", "H", "H", "H", "H", "H", "H", "H", "H", "H", "H", "H", "H", "H", "H", "H", "H", "H", "H", "H", "H", "H", "H", "H", "H", "O", "O", "O", "O", "O", "O", "O", "O", "O", "O", "O", "O", "O"], "coordinates": [[-1.12, 0.07, 0.14], [-0.97, 1.04, -1.02], [-2.53, -1.27, 2.00], [-1.96, -2.68, 2.13], [0.34, 0.71, -3.32], [-1.16, 0.71, -3.52], [-2.51, -2.88, -2.68], [-1.96, -1.57, -3.22], [0.91, 1.86, -0.32], [1.31, 1.29, 1.04], [1.50, 1.63, 3.21], [2.52, 0.65, 2.65], [4.64, 0.98, 0.08], [3.52, 2.00, -0.05], [3.24, -1.31, -1.57], [3.74, -2.74, -1.38], [-3.68, 4.23, 1.14], [-2.20, 4.45, 0.88], [0.31, -3.10, -0.29], [-1.17, -3.41, -0.22], [0.85, -0.48, -1.13], [0.96, 0.91, -1.75], [-0.71, -2.85, 4.38], [0.25, -2.77, 3.21], [-1.19, 3.25, -0.89], [-2.57, 2.63, -0.99], [-0.54, 0.30, -0.59], [-2.37, -1.97, 2.64], [-0.33, 0.63, -4.01], [-2.78, -2.07, -3.14], [1.10, 1.03, 0.13], [2.43, 1.55, 2.97], [3.83, 1.28, 0.51], [3.03, -2.14, -1.13], [-2.86, 4.48, 1.58], [-0.30, -3.78, -0.02], [1.50, 0.16, -1.46], [-0.63, -3.08, 3.45], [-2.13, 3.45, -0.77]], "lowdin_charge": [0.091, 0.044, 0.022, 0.015, -0.003, 0.023, 0.030, 0.013, 0.070, 0.042, 0.038, 0.031, 0.044, 0.039, 0.019, 0.038, 0.027, -0.007, 0.023, 0.022, 0.048, 0.023, 0.058, 0.051, 0.042, 0.056, -0.082, -0.083, -0.035, -0.054, -0.140, -0.057, -0.051, -0.062, -0.077, -0.041, -0.108, -0.075, -0.033], "homo_ha": -0.3381, "gap_ev": 8.197, "e_lumo_ha": -0.037}

***

Run iv
{"formula": "H26O13", "method": "the ωB97M-V functional and the def2-TZVPD basis", "elements": ["O", "H", "H", "O", "H", "H", "O", "H", "H", "O", "H", "H", "O", "H", "H", "O", "H", "H", "O", "H", "H", "O", "H", "H", "O", "H", "H", "O", "H", "H", "O", "H", "H", "O", "H", "H", "O", "H", "H"], "coordinates": [[-1.49, -2.14, -2.41], [-1.69, -2.48, -1.54], [-0.63, -2.46, -2.66], [-2.23, 2.78, 0.92], [-1.46, 3.30, 0.85], [-2.21, 1.97, 0.42], [1.57, 2.98, 1.38], [2.10, 2.40, 0.83], [1.64, 3.89, 1.08], [1.24, -0.28, 1.11], [0.91, -0.30, 2.01], [1.07, -1.18, 0.82], [0.92, -3.77, 1.07], [1.78, -3.65, 0.64], [0.32, -3.28, 0.50], [-3.46, -1.27, 1.20], [-3.90, -1.07, 0.37], [-4.05, -1.00, 1.91], [0.94, -1.33, -1.37], [0.75, -0.59, -0.80], [1.74, -1.22, -1.87], [-0.65, 1.39, -3.80], [-0.61, 0.46, -3.55], [-0.63, 1.77, -2.91], [-0.78, 0.64, 3.78], [-0.30, 0.00, 3.26], [-0.18, 1.38, 3.74], [2.06, 2.71, -2.63], [1.60, 2.08, -3.19], [1.43, 3.42, -2.52], [3.06, 0.45, -0.83], [2.69, 0.31, 0.04], [3.63, 1.22, -0.82], [-1.25, 0.85, -0.95], [-1.66, 0.08, -1.35], [-0.38, 0.63, -0.63], [-0.62, -2.70, 2.98], [-1.36, -2.78, 2.39], [0.09, -3.21, 2.55]], "lowdin_charge": [-0.049, 0.032, 0.025, -0.045, -0.010, -0.009, -0.040, 0.004, 0.037, -0.028, 0.044, 0.030, -0.041, 0.070, 0.037, -0.045, 0.028, 0.042, -0.033, -0.023, 0.051, -0.050, 0.012, 0.013, -0.028, -0.024, 0.034, -0.054, 0.017, 0.030, -0.052, -0.011, 0.041, -0.023, 0.045, 0.016, -0.057, 0.019, -0.006], "homo_ha": -0.3914, "gap_ev": 10.305, "e_lumo_ha": -0.013}

***

Preferred: run iv; penalty for the next structure: 1.149 eV.

***

Run i
{"formula": "H26O13", "method": "the ωB97M-V functional and the def2-TZVPD basis", "elements": ["O", "H", "H", "O", "H", "H", "O", "H", "H", "O", "H", "H", "O", "H", "H", "O", "H", "H", "O", "H", "H", "O", "H", "H", "O", "H", "H", "O", "H", "H", "O", "H", "H", "O", "H", "H", "O", "H", "H"], "coordinates": [[1.89, 2.88, 1.10], [0.97, 2.93, 1.21], [2.09, 1.94, 1.22], [-0.36, 0.20, 3.14], [0.23, -0.29, 3.71], [-0.27, -0.31, 2.31], [-0.49, 0.17, 0.23], [-0.82, -0.43, -0.38], [-0.09, 0.89, -0.28], [-0.24, -3.58, -0.53], [-1.09, -3.24, -0.70], [0.42, -3.10, -1.06], [0.12, 2.40, -1.20], [-0.86, 2.50, -1.25], [0.43, 2.28, -2.12], [0.24, -2.26, 1.93], [-0.39, -2.52, 1.25], [-0.11, -2.76, 2.69], [3.03, 0.96, -1.66], [2.71, 0.70, -0.80], [3.95, 1.11, -1.54], [-2.65, 0.97, 1.59], [-1.70, 1.04, 1.33], [-2.76, 1.34, 2.48], [-2.45, -1.80, -0.36], [-3.04, -1.22, -0.88], [-3.03, -2.18, 0.34], [-0.13, -0.22, -2.94], [0.45, 0.32, -3.48], [0.39, -0.89, -2.50], [1.60, -1.76, -1.61], [2.01, -1.03, -1.17], [2.27, -2.44, -1.59], [-2.53, 2.37, -0.72], [-3.12, 3.18, -0.78], [-2.63, 2.02, 0.16], [2.14, 0.20, 0.78], [2.71, -0.37, 1.33], [1.18, -0.01, 0.76]], "lowdin_charge": [-0.047, -0.015, -0.012, -0.069, 0.024, -0.015, -0.037, -0.005, 0.029, -0.048, -0.018, 0.006, -0.073, 0.018, 0.058, -0.059, 0.006, 0.070, -0.029, -0.044, 0.031, -0.074, 0.015, 0.062, -0.049, 0.082, 0.086, -0.047, 0.036, -0.023, -0.030, 0.018, 0.083, -0.062, 0.103, -0.030, -0.073, 0.111, 0.021], "homo_ha": -0.3719, "gap_ev": 10.257, "e_lumo_ha": 0.005}

***

Run ii
{"formula": "H26O13", "method": "the ωB97M-V functional and the def2-TZVPD basis", "elements": ["O", "H", "H", "O", "H", "H", "O", "H", "H", "O", "H", "H", "O", "H", "H", "O", "H", "H", "O", "H", "H", "O", "H", "H", "O", "H", "H", "O", "H", "H", "O", "H", "H", "O", "H", "H", "O", "H", "H"], "coordinates": [[1.53, -0.39, -2.26], [2.30, -0.61, -2.81], [1.40, 0.48, -2.52], [-1.59, -0.81, -2.44], [-1.08, -1.68, -2.22], [-1.17, -0.25, -1.82], [-1.91, 1.35, 4.17], [-2.02, 0.68, 3.33], [-0.92, 1.12, 4.30], [-1.76, 3.21, -0.02], [-1.62, 2.52, 0.50], [-2.59, 3.48, 0.10], [0.49, 2.52, 1.53], [1.44, 2.46, 1.73], [0.53, 1.82, 1.05], [1.46, -1.03, 2.39], [1.39, -1.76, 2.83], [2.18, -0.67, 2.85], [-1.88, -0.40, 2.12], [-2.80, -0.55, 1.72], [-1.53, -1.32, 2.17], [-3.20, -1.42, -0.48], [-3.82, -0.76, -0.49], [-2.57, -1.13, -1.25], [-0.63, 2.01, -2.70], [-0.78, 2.10, -1.77], [-0.47, 2.89, -3.00], [1.90, -2.46, 0.27], [2.20, -1.99, 1.19], [2.79, -2.65, -0.01], [-0.13, -0.04, 0.10], [-0.46, -0.33, 1.01], [0.63, -0.62, -0.07], [0.63, -2.81, -3.00], [0.95, -2.08, -2.50], [0.32, -2.52, -3.82], [3.50, 0.67, 0.21], [4.37, 0.86, -0.03], [2.91, 0.12, -0.36]], "lowdin_charge": [-0.019, 0.094, 0.012, -0.047, 0.104, -0.031, -0.193, 0.031, 0.051, 0.082, -0.053, -0.018, 0.021, 0.072, -0.126, 0.068, -0.029, 0.064, -0.087, 0.117, 0.100, -0.082, -0.033, 0.018, -0.020, -0.014, 0.038, -0.108, 0.077, 0.020, -0.085, 0.029, 0.007, -0.026, -0.043, 0.023, -0.042, -0.001, 0.028], "homo_ha": -0.3720, "gap_ev": 9.834, "e_lumo_ha": -0.011}

***

Preferred: run i; penalty for the next structure: 3.553 eV.